{
  "formula": "C5H10O2",
  "method": "ωB97M-V with the def2-TZVPD basis set",
  "species": ["O", "C", "C", "C", "C", "O", "C", "H", "H", "H", "H", "H", "H", "H", "H", "H", "H"],
  "coordinates": [[-1.97251, -0.09159, 0.60882], [-1.36253, 1.18792, 0.68386], [0.10651, 0.91146, 0.69261], [0.79153, 0.07853, -0.37027], [1.53964, -1.09468, 0.23793], [0.65616, -2.13548, -0.62510], [0.18542, -0.94607, -1.30033], [-2.57933, 0.07890, -0.13807], [-1.70378, 1.67324, 1.60898], [-1.51217, 1.83027, -0.20470], [0.24997, 0.53192, 1.70465], [0.55655, 1.90607, 0.69021], [1.41356, 0.72699, -0.99529], [1.71438, -1.13088, 1.33256], [2.46171, -1.27721, -0.29436], [0.32863, -1.12309, -2.38234], [-0.87376, -1.12629, -1.24915]],
  "lowdin_charge": [-0.070, -0.275, -0.174, -0.259, -0.040, -0.137, -0.202, 0.098, 0.121, 0.127, 0.114, 0.116, 0.138, 0.124, 0.103, 0.125, 0.090],
  "relative_energy_ev": 4.206,
  "lumo_energy_ev": 0.82,
  "orbital_gap_ev": 9.80,
  "smiles": "OCCC1COC1"
}